C33H16BF4N8S3Sn as an isolated structure, computed with the ωB97M-V functional and the def2-TZVPD basis.

Calculated total energy in Eh: -3538.82491
HOMO (spin up / spin down) in eV: -4.1 / -4.1
Lowest unoccupied orbital energy (spin up / spin down) in eV: 0.59 / 0.60
Kohn-Sham gap (spin up / spin down) in hartree: 0.173 / 0.174
Net charge: -1
Energy above the lowest of the compared OMol25 structures with the same formula, charge and spin in kcal/mol: 0.0

Geometry (Å):
Sn1 -0.192 0.586 -1.841
S1 0.647 4.781 0.895
S2 2.253 4.079 -1.685
S3 1.249 6.645 -0.219
F1 -2.652 1.779 -2.339
F2 -0.974 3.337 -2.246
F3 -3.061 3.951 -3.026
F4 -2.752 3.483 -0.791
N1 1.079 -1.449 -1.921
N2 -1.666 -1.164 -1.532
N3 0.458 2.446 1.091
N4 1.503 0.735 -0.209
N5 -0.616 -2.857 -2.901
N6 -3.312 -0.149 -0.090
N7 -1.207 1.006 0.147
N8 3.212 -0.762 -1.031
C1 -2.969 1.648 1.502
C2 -3.160 3.533 3.489
C3 4.795 2.845 2.263
C4 -1.657 -2.266 -2.355
C5 -2.898 -1.030 -1.010
C6 -4.258 2.728 3.167
C7 1.521 1.774 0.633
C8 2.405 -1.568 -1.737
C9 2.788 0.253 -0.333
C10 3.679 1.056 0.503
C11 -1.881 2.446 1.817
C12 3.433 2.928 2.013
C13 -4.174 1.769 2.169
C14 -3.000 -2.824 -2.413
C15 -5.123 -2.338 -1.342
C16 2.890 2.024 1.111
C17 5.038 0.962 0.756
C18 -4.893 -4.156 -2.933
C19 -5.671 -3.393 -2.045
C20 5.590 1.876 1.638
C21 0.640 -2.519 -2.643
C22 4.281 -4.461 -3.318
C23 -0.787 1.992 0.953
C24 -3.550 -3.887 -3.123
C25 2.892 -2.758 -2.419
C26 -3.775 -2.058 -1.547
C27 3.158 -5.049 -3.928
C28 1.515 4.989 -0.587
C29 1.895 -4.509 -3.774
C30 1.776 -3.351 -3.009
C31 4.161 -3.316 -2.553
C32 -1.953 3.399 2.820
C33 -2.533 0.747 0.434
B1 -2.375 3.174 -2.108
H1 -3.257 4.274 4.273
H2 -5.014 1.139 1.911
H3 6.651 1.842 1.851
H4 5.252 3.542 2.954
H5 3.291 -5.938 -4.532
H6 5.635 0.196 0.280
H7 -5.187 2.859 3.707
H8 -5.712 -1.741 -0.658
H9 5.018 -2.858 -2.076
H10 1.023 -4.957 -4.232
H11 -2.942 -4.468 -3.804
H12 2.818 3.677 2.492
H13 -6.719 -3.636 -1.917
H14 5.255 -4.913 -3.456
H15 -1.103 4.023 3.065
H16 -5.358 -4.967 -3.480

These are the Löwdin partial charges, in e, on atoms 1 to 2: 1.383 0.666